A gas-phase ion, C9H13N2O (charge +1) at a distorted geometry. Source: the OMol25 dataset; level of theory: ωB97M-V/def2-TZVPD.

The calculation puts the gap between HOMO and LUMO (alpha / beta) at 0.25040 / 0.32390 hartree. Its charge is +1. Its calculated total energy is -534.9830 Ha. Its multiplicity is 3. The calculation puts the energy above the lowest of the compared OMol25 structures with the same formula, charge and spin at 253.7 kJ/mol. Its lowest unoccupied orbital energy (alpha / beta) is -2.89 / -5.25 eV.

Each line ends with the Löwdin spin population.
Positions of all 25 atoms, in Å:
O (3.20514, -0.46754, 1.38741)  0.299
N (2.62808, -0.35938, -0.91032)  0.121
N (-0.53985, -0.11154, -0.31425)  0.054
C (2.65204, -0.34794, 0.36007)  0.447
C (0.19505, -0.89286, -1.23229)  0.023
C (1.00797, 2.99808, 0.59405)  0.261
C (0.42866, 1.95797, 0.72521)  0.069
C (-1.53133, -0.79217, 0.64426)  0.006
C (-2.89833, -0.41981, 0.30800)  0.001
C (-0.94371, -0.06227, 1.80515)  0.069
C (1.41968, -0.18116, -1.75552)  0.019
C (0.00256, 0.62942, 0.88537)  0.499
H (0.49984, -1.80868, -0.77372)  0.006
H (1.87972, -0.52977, -2.74645)  0.004
H (-3.37085, -0.77487, -0.58666)  0.000
H (-0.35331, -1.07362, -2.05841)  0.000
H (1.22959, 0.84442, -1.80137)  0.001
H (3.59723, -0.64528, -1.29498)  0.047
H (-1.44299, -1.85780, 0.78626)  0.000
H (-1.68451, 0.51511, 2.42284)  0.014
H (-3.48904, -0.85638, 1.05007)  0.000
H (-2.88708, 0.59575, 0.40899)  0.000
H (-0.25549, -0.67960, 2.46844)  0.029
H (-1.05004, 0.55075, -0.94563)  0.012
H (1.70095, 3.76917, 0.57348)  0.017